This record from OMol25 describes a cluster of 2 separate species, C2H5IO3 in total at a distorted geometry. The level of theory is ωB97M-V with the def2-TZVPD basis set.

Output
**ΔE to the lowest compared entry with this formula, charge and spin**: 5.5095 eV
**Frontier orbital gap**: 8.275 eV
**Highest occupied orbital energy**: -0.2983 Ha
**Charge**: 0

Last columns: bonded neighbours and bond lengths (Å).
CARTESIAN COORDINATES (ANGSTROEM)
1 C 0.05 -0.74 0.69  C2 1.466, H7 1.180, H8 1.045, H9 1.102
2 C -0.14 0.41 -0.20  C1 1.466, O4 1.301, H10 1.006
3 O 0.77 2.22 -1.33  O4 1.430, H11 0.965
4 O 0.90 0.89 -0.81  C2 1.301, O3 1.430
5 O -1.10 -0.51 -1.86  I6 1.893
6 I 0.13 -0.72 -3.29  O5 1.893
7 H 0.23 -0.19 1.72  C1 1.180
8 H 0.77 -1.37 0.29  C1 1.045
9 H -0.73 -1.51 0.71  C1 1.102
10 H -0.96 0.96 -0.04  C2 1.006
11 H 0.03 2.31 -1.93  O3 0.965